{"formula": "C22H26Cl2IrN5O3P", "method": "the ωB97M-V functional and the def2-TZVPD basis", "charge": 1, "de_lowest_kcal_mol": 7.99, "species": ["Ir", "C", "O", "C", "C", "C", "C", "C", "C", "N", "N", "C", "O", "C", "C", "C", "C", "C", "C", "C", "O", "H", "H", "H", "H", "H", "H", "H", "H", "H", "H", "H", "H", "Cl", "C", "Cl", "H", "H", "C", "N", "C", "N", "C", "N", "C", "P", "C", "C", "H", "H", "H", "H", "H", "H", "H", "H", "H", "H", "H", "H"], "coordinates": [[-0.38098, -0.30286, 0.22736], [-1.53122, 3.46222, -2.13819], [-0.73102, 3.07714, -3.24980], [0.36744, 2.29473, -3.10626], [1.35151, 2.51167, -4.04677], [2.57311, 1.83431, -4.03416], [2.82305, 0.93695, -3.03788], [1.82720, 0.64987, -2.07470], [2.20692, -0.26816, -1.06133], [1.45608, -0.75268, -0.11976], [2.03394, -1.65887, 0.77058], [1.24027, -1.89564, 1.77595], [0.05262, -1.34919, 1.90142], [1.64776, -2.86574, 2.81205], [2.88471, -3.50431, 2.73370], [3.23161, -4.45021, 3.68244], [2.35085, -4.76136, 4.71082], [1.12342, -4.12025, 4.79551], [0.76886, -3.17338, 3.84745], [0.55435, 1.29090, -2.11435], [-0.44315, 0.99327, -1.30234], [-2.12888, 4.29711, -2.49560], [-0.91271, 3.79432, -1.30202], [-2.17894, 2.65601, -1.81532], [1.15036, 3.26579, -4.79681], [3.31596, 2.05054, -4.78842], [3.77611, 0.42879, -2.96979], [3.23300, -0.62176, -1.03324], [3.56551, -3.25048, 1.93321], [4.19078, -4.94641, 3.62184], [2.62462, -5.50342, 5.44910], [0.44266, -4.35634, 5.60233], [-0.18181, -2.66213, 3.90761], [-2.24780, 0.81365, 1.69720], [-3.86857, 0.90005, 0.90377], [-3.77580, 0.71608, -0.83458], [-4.28160, 1.87456, 1.13450], [-4.46606, 0.10068, 1.32530], [-0.60097, -4.39894, -2.73495], [-1.54954, -3.34146, -3.08960], [-2.88461, -3.73282, -2.63800], [-2.94758, -4.04904, -1.20892], [-1.97099, -5.09585, -0.91083], [-0.61328, -4.74069, -1.31226], [-0.07976, -3.66071, -0.48849], [-1.11440, -2.14921, -0.70939], [-1.15866, -2.04679, -2.54032], [-2.78040, -2.86744, -0.37238], [0.40546, -4.09097, -3.02137], [-0.86492, -5.29240, -3.30110], [-3.17711, -4.62773, -3.18770], [-3.59498, -2.93691, -2.86678], [-2.26631, -5.99546, -1.45129], [-1.98595, -5.31237, 0.15828], [0.95064, -3.44153, -0.77018], [-0.07654, -3.95818, 0.56263], [-0.17711, -1.74126, -2.91135], [-1.87532, -1.27958, -2.84314], [-3.55346, -2.13948, -0.61090], [-2.86589, -3.12863, 0.68503]]}

{"formula": "C22H26ClFN2O2", "method": "the ωB97M-V functional and the def2-TZVPD basis", "smiles": "O=C(CC[C@H]1CCCN(Cc2ccc(O)c(Cl)c2)C1)NCc1ccccc1F", "de_lowest_kcal_mol": 0.00, "species": ["O", "C", "N", "H", "C", "C", "C", "C", "C", "C", "C", "F", "H", "H", "H", "H", "H", "H", "C", "H", "H", "C", "H", "C", "C", "C", "C", "N", "C", "C", "C", "C", "C", "C", "C", "H", "Cl", "O", "H", "H", "H", "H", "H", "C", "H", "H", "H", "H", "H", "H", "H", "H", "H", "H"], "coordinates": [[3.61077, 2.66225, -0.08796], [2.83898, 2.13234, -0.85797], [3.02172, 0.87047, -1.31525], [2.36864, 0.46462, -1.96532], [4.13842, 0.05119, -0.90800], [3.71036, -1.27142, -0.32930], [2.50315, -1.44025, 0.33684], [2.14612, -2.66883, 0.86486], [2.99041, -3.75818, 0.73938], [4.19991, -3.61800, 0.08085], [4.53714, -2.38383, -0.43961], [5.71940, -2.25991, -1.08775], [4.88151, -4.44578, -0.03488], [2.71329, -4.71603, 1.15197], [1.20252, -2.76628, 1.37825], [1.83072, -0.60464, 0.44950], [4.68156, 0.63365, -0.15420], [4.81388, -0.11939, -1.75489], [1.58410, 2.81814, -1.37312], [1.06607, 2.19408, -2.10165], [1.88746, 3.74284, -1.86780], [0.66505, 3.16997, -0.19725], [1.18511, 3.89778, 0.42791], [0.30840, 1.96369, 0.67465], [-0.42779, 2.39376, 1.94278], [-0.73314, 1.16050, 2.78495], [-1.53259, 0.15104, 1.96676], [-0.78600, -0.21591, 0.77786], [-1.34893, -1.35483, 0.06479], [-2.71925, -1.11058, -0.52068], [-2.87232, -0.57306, -1.79368], [-4.12133, -0.27446, -2.30085], [-5.26547, -0.50557, -1.54374], [-5.10772, -1.05310, -0.27011], [-3.85882, -1.35165, 0.23731], [-3.77539, -1.78083, 1.22413], [-6.53799, -1.36289, 0.68310], [-6.47622, -0.20523, -2.05528], [-7.15585, -0.43567, -1.40201], [-4.24038, 0.14043, -3.28878], [-2.00068, -0.39249, -2.40484], [-1.39419, -2.18796, 0.77150], [-0.64708, -1.61987, -0.73165], [-0.55716, 0.94164, -0.06671], [-0.04752, 0.59523, -0.96880], [-1.50291, 1.42432, -0.37230], [-1.69904, -0.75276, 2.55869], [-2.51605, 0.58537, 1.71337], [0.20352, 0.69817, 3.10082], [-1.29957, 1.43534, 3.67615], [0.18403, 3.09582, 2.51128], [-1.35967, 2.89710, 1.67224], [1.23808, 1.47408, 0.98145], [-0.24725, 3.63554, -0.57702]]}

{"formula": "C22H26ClN3O5S", "method": "the ωB97M-V functional and the def2-TZVPD basis", "smiles": "Cc1ccc(N(CC(=O)NC[C@H]2CCCO2)C(=O)CNS(=O)(=O)c2ccc(Cl)cc2)cc1", "de_lowest_kcal_mol": 4.84, "species": ["C", "C", "C", "C", "C", "C", "C", "H", "H", "N", "C", "O", "C", "N", "S", "O", "O", "C", "C", "C", "C", "C", "C", "H", "H", "Cl", "H", "H", "H", "H", "H", "C", "H", "C", "O", "N", "H", "C", "H", "C", "C", "H", "C", "H", "C", "H", "H", "O", "H", "H", "H", "H", "H", "H", "H", "H", "H", "H"], "coordinates": [[3.29624, 3.10344, 0.90154], [2.14209, 2.33122, 0.34212], [2.02776, 2.10205, -1.02215], [0.95061, 1.40307, -1.53496], [-0.03264, 0.91832, -0.68399], [0.07458, 1.13191, 0.68407], [1.15200, 1.83715, 1.18558], [1.22846, 2.00263, 2.25049], [-0.67701, 0.73500, 1.34827], [-1.11715, 0.16298, -1.21688], [-2.35268, 0.66332, -1.41850], [-3.25021, 0.01814, -1.93051], [-2.57103, 2.11305, -0.99088], [-3.97391, 2.41870, -0.88205], [-4.66076, 1.97937, 0.58414], [-3.76324, 2.44089, 1.60407], [-6.00653, 2.46377, 0.56527], [-4.67171, 0.18978, 0.58135], [-5.66330, -0.47145, -0.11562], [-5.60547, -1.84791, -0.23540], [-4.54039, -2.53098, 0.33648], [-3.55360, -1.86999, 1.05380], [-3.62992, -0.49375, 1.17463], [-2.88907, 0.06098, 1.72755], [-2.72109, -2.41273, 1.47259], [-4.44036, -4.24009, 0.14922], [-6.36317, -2.38744, -0.78126], [-6.46543, 0.09935, -0.55543], [-4.51219, 2.03863, -1.64989], [-2.10764, 2.77888, -1.72808], [-2.13468, 2.31576, -0.01274], [-0.83548, -1.21884, -1.57548], [-1.79978, -1.72873, -1.65193], [0.00940, -1.86073, -0.47367], [-0.46427, -2.25136, 0.57133], [1.31797, -1.96543, -0.78240], [1.69084, -1.46816, -1.57725], [2.30931, -2.37598, 0.18311], [2.96267, -3.12439, -0.27476], [3.14164, -1.16439, 0.62948], [4.32393, -1.55401, 1.53103], [4.45051, -0.81739, 2.32396], [5.51433, -1.51187, 0.57341], [5.60656, -2.45524, 0.03493], [5.08574, -0.40111, -0.38094], [5.31153, 0.58481, 0.05006], [5.53995, -0.46941, -1.37084], [3.68746, -0.54654, -0.53455], [6.45530, -1.29359, 1.07153], [4.17848, -2.53218, 1.98297], [2.47215, -0.44685, 1.12154], [1.78208, -2.81079, 1.03368], [-0.31962, -1.26984, -2.54094], [0.86819, 1.23339, -2.59857], [2.79006, 2.47013, -1.69220], [4.11391, 3.15354, 0.18710], [2.98331, 4.12152, 1.13369], [3.65523, 2.64937, 1.82290]]}

{"formula": "C22H26ClNO3", "method": "the ωB97M-V functional and the def2-TZVPD basis", "smiles": "COC(=O)c1ccc(CN2CCC(CO)(Cc3ccccc3Cl)CC2)cc1", "species": ["C", "H", "H", "H", "O", "C", "O", "C", "C", "C", "C", "C", "C", "H", "H", "C", "N", "C", "C", "H", "H", "C", "C", "C", "H", "H", "H", "H", "C", "O", "H", "H", "H", "C", "C", "C", "C", "C", "C", "C", "Cl", "H", "H", "H", "H", "H", "H", "H", "H", "H", "H", "H", "H"], "coordinates": [[-6.05800, -1.54477, -1.67412], [-5.48387, -2.50163, -2.03309], [-6.41630, -0.99688, -2.65459], [-6.79474, -1.76634, -1.00613], [-5.10902, -0.79956, -1.45131], [-4.50253, -1.08225, -0.15531], [-4.72000, -2.17484, 0.52360], [-3.46957, 0.03343, 0.08988], [-2.85150, -0.14043, 1.33670], [-1.79293, 0.68385, 1.83170], [-1.54621, 2.01640, 1.06121], [-2.26297, 2.09757, -0.26541], [-3.10934, 0.93171, -0.69152], [-3.62187, 1.34741, -1.48030], [-1.92581, 2.83745, -0.90985], [-0.39946, 2.67425, 1.54475], [0.98855, 2.06146, 0.97172], [1.30028, 0.88729, 1.56060], [2.86955, 0.68790, 1.01501], [3.40716, 1.36481, 1.64328], [2.96840, -0.39752, 1.40695], [2.88405, 0.69131, -0.28131], [2.47029, 2.05861, -0.89925], [0.97187, 2.24775, -0.35324], [0.37272, 1.60122, -1.20695], [0.80050, 3.19684, -0.91374], [3.10497, 2.56037, -0.54484], [2.57045, 2.15081, -2.07782], [4.45314, 0.50462, -0.55296], [4.93886, 0.44420, -1.94709], [4.62807, 1.40408, -2.50306], [4.97431, 1.37873, -0.30058], [4.96723, -0.32807, -0.19422], [2.33830, -0.71145, -1.24928], [1.49679, -1.64029, -0.46006], [0.18108, -1.34676, -0.51588], [-0.62652, -2.45875, -0.05894], [-0.06653, -3.42234, 1.16346], [1.29469, -3.46529, 1.00390], [1.97736, -2.46195, 0.39963], [3.89672, -2.84222, 0.56764], [1.65024, -4.20500, 1.81559], [-0.77318, -4.20080, 1.45543], [-1.77658, -2.56011, 0.04771], [-0.43795, -0.73225, -1.23760], [3.33308, -1.19047, -1.72373], [1.81920, -0.28062, -1.97927], [0.78347, -0.00900, 1.20976], [1.32041, 1.11651, 2.46566], [-0.60787, 3.77844, 1.06566], [-0.22005, 2.82590, 2.45905], [-1.31318, 0.63056, 2.73920], [-2.87578, -0.95386, 1.94333]]}

It is found that the Kohn-Sham gap values, taken in the order of the records, are 6.66; 9.23; 9.58; 7.97 eV.
It is found that the E values, taken in the order of the records, are -73995.2524; -45552.5115; -61302.3928; -43373.9397 eV.